#A
This record from OMol25 describes a 7-piece molecular cluster, BH16O6 overall. The level of theory is ωB97M-V/def2-TZVPD.

Structure (XYZ):
```
23
Properties=species:S:1:pos:R:3:lowdin_charge:R:1
B -0.646 0.434 0.416 -0.408
H -1.695 0.338 1.006 -0.022
H 0.265 0.297 1.163 -0.048
H -0.582 -0.522 -0.274 -0.069
H -0.484 1.403 -0.324 -0.024
O -0.793 -2.548 2.242 -0.113
H 0.073 -2.719 2.614 0.001
H -0.696 -1.632 1.773 0.027
O -3.065 -1.613 -1.688 -0.059
H -3.858 -1.160 -1.346 0.044
H -2.343 -1.297 -1.194 -0.039
O 1.670 -0.101 -2.258 -0.037
H 1.211 0.042 -1.478 -0.063
H 1.914 -1.023 -2.149 0.035
O 0.188 2.762 2.357 -0.017
H 0.327 3.421 1.748 -0.014
H 0.117 2.035 1.816 -0.102
O 1.771 -2.502 0.499 -0.150
H 1.322 -1.688 0.782 -0.039
H 2.515 -2.266 1.313 0.153
O 1.132 3.063 -2.187 -0.167
H 0.978 2.113 -1.747 0.058
H 0.688 3.164 -3.088 0.055
```

Calculated values
Total charge   -1
E_HOMO   -6.42 eV
HOMO-LUMO gap   9.47 eV
LUMO   3.050 eV

***

#B
This record from OMol25 describes a 7-piece molecular cluster, BH16O6 overall. The level of theory is ωB97M-V/def2-TZVPD.

Structure (XYZ):
```
23
Properties=species:S:1:pos:R:3:lowdin_charge:R:1
B 0.274 -0.278 0.593 -0.425
H 1.183 -1.159 1.006 -0.006
H -0.179 -0.595 -0.633 -0.021
H -0.574 -0.199 1.558 -0.011
H 0.818 0.703 0.343 -0.111
O -3.344 -0.835 -0.677 -0.191
H -3.861 -1.344 0.173 0.134
H -2.376 -0.845 -0.395 -0.015
O 2.853 -0.107 -1.773 -0.054
H 2.524 -0.947 -2.200 0.071
H 2.260 0.048 -1.113 -0.089
O 1.609 0.863 3.448 -0.093
H 2.497 1.060 3.237 -0.007
H 1.131 0.598 2.604 -0.013
O -0.098 3.422 0.912 -0.114
H 0.820 3.769 1.217 0.077
H 0.164 2.509 0.725 -0.027
O -1.748 -3.325 0.054 -0.072
H -1.145 -3.043 -0.686 0.066
H -1.886 -2.718 0.722 -0.035
O -0.238 1.166 -3.059 -0.069
H 0.021 0.670 -2.324 -0.063
H -0.706 0.588 -3.733 0.068
```

Calculated values
Total charge   -1
E_HOMO   -6.19 eV
HOMO-LUMO gap   9.30 eV
LUMO   3.116 eV

***

Energy ordering: #A at the bottom, the next structure 0.080 eV above.

***

#A
This record from OMol25 describes a 2-piece molecular cluster, C4H11O3 overall. The level of theory is ωB97M-V/def2-TZVPD.

Structure (XYZ):
```
18
Properties=species:S:1:pos:R:3:lowdin_charge:R:1
C -1.205 0.698 -0.906 -0.208
C -1.099 0.010 0.503 -0.207
C -0.803 -1.474 0.380 -0.251
O 0.392 -1.831 1.124 -0.128
C 0.206 0.738 -1.569 -0.439
O 1.130 1.304 -0.678 -0.407
H -1.733 -0.068 -1.515 0.087
H -1.746 1.627 -0.801 0.086
H -2.049 0.168 1.003 0.085
H -0.311 0.643 0.930 0.093
H -0.492 -1.731 -0.621 0.087
H -1.544 -2.149 0.858 0.108
H 0.750 -1.066 1.590 0.045
H 0.754 -0.253 -1.583 0.098
H 0.049 1.157 -2.556 0.062
H 2.263 1.181 0.734 0.009
H 3.078 0.217 1.435 0.022
O 2.358 0.829 1.673 -0.141
```

Calculated values
Total charge   -1
E_HOMO   -2.66 eV
HOMO-LUMO gap   6.78 eV
LUMO   4.129 eV

***

#B
This record from OMol25 describes C4H11O3 as an isolated structure. The level of theory is ωB97M-V/def2-TZVPD.

Structure (XYZ):
```
18
Properties=species:S:1:pos:R:3:lowdin_charge:R:1
C -0.576 0.069 -1.215 -0.196
C -1.142 -0.193 0.218 -0.194
C -0.802 -1.517 0.890 -0.247
O 0.628 -1.752 0.820 -0.096
C 0.892 0.500 -1.249 -0.381
O 1.063 1.754 -0.619 -0.293
H -0.624 -0.918 -1.715 0.097
H -1.200 0.821 -1.673 0.093
H -2.213 0.003 0.105 0.097
H -0.700 0.581 0.846 0.084
H -1.330 -2.368 0.482 0.093
H -0.914 -1.420 1.971 0.111
H 0.822 -1.780 -0.115 0.039
H 1.576 -0.106 -0.642 0.095
H 1.221 0.543 -2.294 0.085
H 1.107 1.568 0.635 -0.038
H 1.043 2.587 1.740 -0.042
O 1.149 1.628 1.812 -0.306
```

Calculated values
Total charge   -1
E_HOMO   -3.58 eV
HOMO-LUMO gap   7.49 eV
LUMO   3.915 eV

***

Energy ordering: #B at the bottom, the next structure 0.579 eV above.

***

#A
This record from OMol25 describes one molecule with the formula C3H6FN. The level of theory is ωB97M-V/def2-TZVPD.

Structure (XYZ):
```
11
Properties=species:S:1:pos:R:3:lowdin_charge:R:1
C 0.723 -0.692 -0.066 -0.221
C -0.584 0.079 -0.072 -0.510
C -0.651 1.295 -0.097 0.002
H 1.731 0.818 0.695 0.094
H 2.212 0.683 -0.777 0.109
H 0.739 -1.324 -0.873 0.061
H 0.356 -1.309 1.019 0.192
H -1.779 1.526 0.131 0.111
H -0.088 2.328 0.310 0.155
N 2.151 -0.063 0.083 -0.038
F -1.684 -0.707 0.036 0.045
```

Calculated values
E_HOMO   -10.31 eV
HOMO-LUMO gap   11.18 eV
Structure (SMILES)   C=C(F)CN
LUMO   0.866 eV

***

#B
This record from OMol25 describes one molecule with the formula C3H6FN. The level of theory is ωB97M-V/def2-TZVPD.

Structure (XYZ):
```
11
Properties=species:S:1:pos:R:3:lowdin_charge:R:1
C 0.811 -0.564 0.391 -0.241
C -0.515 0.028 0.126 -0.368
C -0.906 1.311 0.078 0.067
H 2.148 1.063 -0.025 0.073
H 1.730 0.027 -1.184 0.039
H 0.938 -1.567 -0.073 0.138
H 0.916 -0.849 1.380 0.097
H -1.975 1.610 -0.085 0.085
H -0.066 2.012 0.201 0.060
N 1.855 0.136 -0.252 0.021
F -1.446 -0.878 -0.225 0.030
```

Calculated values
E_HOMO   -9.11 eV
HOMO-LUMO gap   10.18 eV
Structure (SMILES)   C=C(F)CN
LUMO   1.071 eV

***

Energy ordering: #B at the bottom, the next structure 2.731 eV above.

***

#A
This record from OMol25 describes CH2OS2 as an isolated structure. The level of theory is ωB97M-V/def2-TZVPD.

Structure (XYZ):
```
6
Properties=species:S:1:pos:R:3:lowdin_charge:R:1
C -0.763 0.014 -0.030 -0.482
O 1.604 -0.220 0.353 -0.973
S 0.991 1.356 -0.255 0.683
S 0.461 -1.292 -0.172 0.722
H -0.868 0.280 1.015 0.009
H -1.424 -0.138 -0.912 0.041
```

Calculated values
E_HOMO   -8.46 eV
HOMO-LUMO gap   7.23 eV
LUMO   -1.234 eV

***

#B
This record from OMol25 describes one molecule with the formula CH2OS2. The level of theory is ωB97M-V/def2-TZVPD.

Structure (XYZ):
```
6
Properties=species:S:1:pos:R:3:lowdin_charge:R:1
C -0.060 0.781 -0.134 -1.299
H -1.021 -1.351 0.329 -0.056
H 1.100 -1.285 0.160 -0.134
O -0.064 1.935 -0.052 -0.051
S -1.538 -0.067 -0.155 0.801
S 1.582 -0.014 -0.147 0.739
```

Calculated values
E_HOMO   -10.09 eV
HOMO-LUMO gap   10.16 eV
Structure (SMILES)   O=C(S)S
LUMO   0.071 eV

***

Energy ordering: #B at the bottom, the next structure 3.119 eV above.

***

#A
This record from OMol25 describes a 2-piece molecular cluster, C4H5F3O overall. The level of theory is ωB97M-V/def2-TZVPD.

Structure (XYZ):
```
13
Properties=species:S:1:pos:R:3:lowdin_charge:R:1
C 1.814 0.148 -1.224 0.016
C 1.262 0.405 -0.006 -0.263
C -1.463 -0.564 0.555 -0.060
C -2.277 0.521 0.443 -0.391
O 1.434 -0.540 0.977 -0.027
F -0.921 -1.231 -0.521 -0.014
F -2.711 1.180 1.481 0.149
F -2.421 1.115 -0.711 0.153
H 1.566 0.863 -1.953 0.037
H 2.200 -0.822 -1.347 0.045
H 0.797 1.374 0.281 0.128
H -1.202 -1.219 1.458 0.155
H 1.921 -1.230 0.566 0.072
```

Calculated values
E_HOMO   -9.03 eV
HOMO-LUMO gap   9.92 eV
Structure (SMILES)   FC=C(F)F.C=CO
LUMO   0.891 eV

***

#B
This record from OMol25 describes a 2-piece molecular cluster, C4H5F3O overall. The level of theory is ωB97M-V/def2-TZVPD.

Structure (XYZ):
```
13
Properties=species:S:1:pos:R:3:lowdin_charge:R:1
C 1.029 1.416 -0.507 -0.056
C 0.131 0.658 0.332 -0.282
C -1.267 0.640 0.784 -0.023
C 0.309 -1.960 -0.464 -0.421
O 1.248 1.111 0.884 0.055
F 0.929 -2.718 0.453 0.088
F -0.963 -2.368 -0.606 0.077
F 0.957 -2.066 -1.638 0.080
H 1.687 0.908 -1.198 0.109
H 0.828 2.464 -0.713 0.115
H -1.790 1.520 0.399 0.092
H -1.305 0.631 1.870 0.093
H -1.793 -0.236 0.406 0.073
```

Calculated values
E_HOMO (spin up / spin down)   -9.05 / -7.91 eV
HOMO-LUMO gap (spin up / spin down)   9.52 / 7.78 eV
LUMO (spin up / spin down)   0.468 / -0.134 eV

***

Energy ordering: #A at the bottom, the next structure 1.559 eV above.

***

#A
This record from OMol25 describes one molecule with the formula H5N2OP. The level of theory is ωB97M-V/def2-TZVPD.

Structure (XYZ):
```
9
Properties=species:S:1:pos:R:3:lowdin_charge:R:1
N -0.656 1.216 0.526 -0.173
N 1.194 -0.373 -0.855 -0.095
O 0.640 -0.915 1.581 -0.381
P 0.015 -0.364 0.388 0.386
H -1.382 1.282 -0.499 0.180
H -0.962 1.270 1.473 0.004
H 1.226 -1.324 -1.162 0.029
H 1.011 0.376 -1.523 0.038
H -1.086 -1.169 0.072 0.012
```

Calculated values
E_HOMO   -10.34 eV
HOMO-LUMO gap   10.75 eV
Structure (SMILES)   N[PH](N)=O
LUMO   0.404 eV

***

#B
This record from OMol25 describes a 2-piece molecular cluster, H5N2OP overall. The level of theory is ωB97M-V/def2-TZVPD.

Structure (XYZ):
```
9
Properties=species:S:1:pos:R:3:lowdin_charge:R:1
N 0.273 0.639 1.174 -0.176
N -0.935 -0.189 -1.157 -0.124
O 1.506 0.820 -0.988 -0.383
P 0.495 -0.033 -0.354 0.303
H -0.321 -0.524 1.741 0.191
H 0.971 0.781 1.919 0.019
H -1.295 0.716 -1.457 0.058
H -1.647 -0.905 -0.739 0.104
H 0.954 -1.306 -0.139 0.009
```

Calculated values
E_HOMO   -10.10 eV
HOMO-LUMO gap   10.31 eV
LUMO   0.217 eV

***

Energy ordering: #A at the bottom, the next structure 0.745 eV above.